1) Formula: C18H23F2N5O3S
Source: the OMol25 dataset
Level of theory: the ωB97M-V functional and the def2-TZVPD basis

## Properties
SMILES ... [H]/N=c1\[nH]c(/C(=N/OC)C(=O)N[C@]23C[C@H]2CN(C(=O)CCC2CC(F)(F)C2)C3)cs1

Structure (XYZ):
```
52
C18H23F2N5O3S | the OMol25 dataset | the ωB97M-V functional and the def2-TZVPD basis
H -7.24 -2.90 0.17
N -6.41 -3.46 0.36
C -5.34 -2.82 0.13
N -5.13 -1.53 -0.31
C -3.81 -1.14 -0.46
C -3.53 0.22 -0.91
N -4.54 0.93 -1.21
O -4.22 2.22 -1.59
C -5.42 2.88 -2.01
C -2.07 0.65 -0.96
O -1.23 -0.08 -1.44
N -1.80 1.84 -0.39
C -0.46 2.35 -0.35
C -0.20 3.78 -0.72
C 0.30 2.66 -1.60
C 1.71 2.18 -1.37
N 1.82 2.13 0.11
C 2.97 1.44 0.56
O 4.03 2.00 0.58
C 2.80 0.03 1.10
C 4.13 -0.64 1.40
C 3.95 -2.05 1.93
C 3.49 -3.09 0.87
C 4.92 -3.62 0.84
F 5.07 -4.97 0.89
F 5.61 -3.20 -0.26
C 5.28 -2.84 2.10
C 0.51 1.69 0.61
C -2.93 -2.11 -0.13
S -3.74 -3.56 0.37
H -5.89 -0.91 -0.54
H -5.12 3.89 -2.27
H -5.85 2.38 -2.87
H -6.14 2.91 -1.19
H -2.57 2.43 -0.11
H -1.04 4.34 -1.09
H 0.52 4.32 -0.12
H -0.17 2.50 -2.56
H 1.84 1.20 -1.83
H 2.47 2.86 -1.76
H 2.20 0.09 2.01
H 2.21 -0.56 0.39
H 4.74 -0.67 0.49
H 4.69 -0.04 2.12
H 3.32 -2.04 2.83
H 2.80 -3.84 1.26
H 3.13 -2.70 -0.08
H 6.20 -2.26 2.04
H 5.29 -3.49 2.97
H 0.38 2.03 1.65
H 0.34 0.61 0.57
H -1.86 -2.04 -0.21
```

2) Formula: C18H23F2N5O3S
Source: the OMol25 dataset
Level of theory: the ωB97M-V functional and the def2-TZVPD basis

## Properties
SMILES ... [H]/N=c1\[nH]c(/C(=N/OC)C(=O)N[C@]23C[C@H]2CN(C(=O)CCC2CC(F)(F)C2)C3)cs1

Structure (XYZ):
```
52
C18H23F2N5O3S | the OMol25 dataset | the ωB97M-V functional and the def2-TZVPD basis
H 7.63 -1.24 -4.42
N 7.30 -0.30 -4.60
C 6.10 -0.13 -4.21
N 5.22 -1.00 -3.60
C 3.97 -0.49 -3.30
C 2.99 -1.34 -2.65
N 3.34 -2.55 -2.45
O 2.38 -3.30 -1.78
C 2.82 -4.65 -1.70
C 1.66 -0.71 -2.26
O 1.00 -0.10 -3.08
N 1.29 -0.90 -0.97
C 0.07 -0.38 -0.45
C -0.88 -1.30 0.25
C -1.25 -0.72 -1.08
C -2.09 0.54 -1.08
N -1.37 1.39 -0.14
C -1.89 2.65 0.27
O -1.95 3.59 -0.47
C -2.29 2.79 1.73
C -2.35 1.51 2.55
C -2.91 1.74 3.94
C -4.45 1.98 3.97
C -4.61 0.54 4.44
F -5.45 0.34 5.49
F -5.02 -0.31 3.46
C -3.12 0.42 4.74
C 0.04 1.08 -0.05
C 3.82 0.80 -3.66
S 5.26 1.42 -4.39
H 5.46 -1.96 -3.40
H 2.04 -5.17 -1.15
H 2.92 -5.08 -2.70
H 3.76 -4.72 -1.17
H 1.86 -1.50 -0.39
H -0.61 -2.35 0.28
H -1.38 -0.93 1.14
H -1.28 -1.35 -1.96
H -2.14 0.95 -2.09
H -3.11 0.36 -0.71
H -1.59 3.51 2.19
H -3.26 3.30 1.73
H -2.98 0.77 2.03
H -1.36 1.07 2.63
H -2.32 2.50 4.46
H -4.78 2.68 4.73
H -4.93 2.22 3.02
H -2.62 -0.47 4.37
H -2.93 0.52 5.81
H 0.41 1.25 0.97
H 0.66 1.66 -0.74
H 2.93 1.40 -3.56
```

Q: Which of them is the least stable? A: 2).

1) Formula: C5H7NOS
Source: the OMol25 dataset
Level of theory: the ωB97M-V functional and the def2-TZVPD basis

Structure (XYZ):
```
15
C5H7NOS | the OMol25 dataset | the ωB97M-V functional and the def2-TZVPD basis
C 0.07 -0.45 -2.59
C -0.41 -0.22 -0.03
C -1.28 0.02 1.17
C -0.54 0.61 2.26
C 0.98 0.25 0.44
H 0.28 -1.56 -2.43
H 0.08 -0.05 -3.60
H 0.97 -0.12 -2.08
H -0.19 -1.34 0.06
H -2.62 0.30 1.24
H -0.72 1.06 3.24
H 1.78 0.75 2.28
N 0.88 0.61 1.80
O 1.98 0.13 -0.29
S -1.26 0.01 -1.49
```

2) Formula: C5H7NOS
Source: the OMol25 dataset
Level of theory: the ωB97M-V functional and the def2-TZVPD basis

## Properties
SMILES ... O[C@@]12CN[C@@H](C1)C2=S

Structure (XYZ):
```
15
C5H7NOS | the OMol25 dataset | the ωB97M-V functional and the def2-TZVPD basis
O -1.26 -1.22 -1.39
C -0.52 -0.43 -0.46
C 0.42 0.68 -1.12
N 0.82 1.48 0.19
C 0.42 0.44 1.19
C -1.12 0.29 0.92
C 0.57 -0.92 0.44
S 1.30 -2.33 0.45
H -1.04 -2.10 -1.25
H -0.21 1.30 -2.02
H 1.38 0.40 -1.69
H 1.80 1.41 0.05
H 0.90 0.29 2.18
H -1.84 1.21 0.96
H -1.61 -0.49 1.54
```

3) Formula: C5H7NOS
Source: the OMol25 dataset
Level of theory: the ωB97M-V functional and the def2-TZVPD basis

## Properties
SMILES ... C=C(S)C#N.C=CO

Structure (XYZ):
```
15
C5H7NOS | the OMol25 dataset | the ωB97M-V functional and the def2-TZVPD basis
C 0.39 0.52 0.86
C -0.77 -0.05 1.40
S -2.36 0.40 0.78
C -0.80 -0.72 2.62
N -0.82 -1.25 3.63
H 0.42 1.09 -0.07
H 1.36 0.45 1.23
H -1.75 1.35 -0.09
C 2.44 -0.43 -1.46
C 2.14 0.03 -2.67
O 1.84 -0.78 -3.78
H 2.37 -1.48 -1.21
H 2.47 0.32 -0.55
H 2.09 1.16 -2.71
H 1.66 -1.76 -3.67
```

4) Formula: C5H7NOS
Source: the OMol25 dataset
Level of theory: the ωB97M-V functional and the def2-TZVPD basis

Structure (XYZ):
```
15
C5H7NOS | the OMol25 dataset | the ωB97M-V functional and the def2-TZVPD basis
C -0.26 -0.43 -0.71
C -0.15 0.67 0.12
C -0.47 0.36 1.64
C -0.48 -1.61 0.20
C 0.54 1.93 -0.10
H 0.71 0.34 -2.18
H 0.73 -1.57 -2.18
H 0.41 0.52 2.40
H -1.46 0.90 1.86
H -1.22 -2.46 0.10
H 0.54 -2.12 0.24
H 0.96 2.52 0.72
N -0.08 -0.43 -1.94
O -0.86 -1.07 1.39
S 1.08 2.45 -1.58
```

Q: Which of them is the least stable? A: 4).